[1]
A gas-phase ion, C15H24F7N2O2 (charge +1) in a non-equilibrium geometry. Source: the OMol25 dataset; level of theory: the ωB97M-V functional and the def2-TZVPD basis.

```
50
Properties=species:S:1:pos:R:3:forces:R:3:nbo_charge:R:1
C -0.013 4.115 1.495 -0.53 -0.32 -0.73 -0.632
C 1.163 3.547 0.548 0.30 1.41 1.26 -0.239
N 1.582 2.182 0.979 -0.95 -0.06 -0.08 -0.661
C 1.016 1.111 0.115 1.38 0.71 -2.33 -0.033
C -0.459 1.274 -0.508 0.28 -0.88 -0.85 -0.260
C -0.634 1.648 -2.047 -0.74 0.95 0.90 -0.097
O -0.080 0.674 -2.965 1.23 1.23 -0.67 -0.546
C 0.669 1.272 -3.991 -0.58 -1.34 0.14 1.176
F 1.787 1.897 -3.436 -2.05 -0.52 -1.50 -0.327
F -0.170 2.139 -4.689 2.38 -1.20 1.13 -0.313
F 1.107 0.265 -4.829 -0.85 2.28 1.59 -0.296
C -1.021 -0.222 -0.370 -2.15 1.75 -1.01 -0.274
N -0.387 -0.666 0.912 0.45 -0.25 0.37 0.033
O -0.665 0.362 1.823 -0.37 -0.23 1.57 -0.499
C -0.818 -1.948 1.561 -0.33 -1.36 0.29 -0.274
C -2.237 -1.892 2.286 -0.56 -0.96 1.31 0.195
C -2.178 -1.504 3.843 -0.79 1.26 -0.57 -0.668
F -3.208 -1.076 1.635 1.53 -0.82 0.36 -0.358
C 1.096 -0.425 0.659 2.16 2.02 -2.81 -0.077
C 1.800 -1.156 -0.575 0.13 -1.15 0.26 -0.433
C 1.672 -2.755 -0.592 1.31 -0.59 -1.51 -0.495
C 0.871 -3.154 -1.891 -1.22 -1.32 0.29 0.259
F 1.506 -2.860 -3.124 -1.57 0.23 2.66 -0.311
C -0.398 -3.730 -1.950 1.13 1.16 -1.26 0.645
F -0.938 -4.609 -1.019 0.69 2.52 -1.92 -0.300
F -1.195 -3.409 -3.066 1.47 -1.81 2.67 -0.301
H -0.693 4.839 0.920 1.14 -0.85 0.84 0.220
H 0.405 4.643 2.419 -0.62 -0.91 -1.33 0.234
H -0.698 3.244 1.800 1.09 1.26 -0.18 0.201
H 2.062 4.231 0.745 -1.23 -0.96 -0.52 0.221
H 0.924 3.641 -0.559 0.18 -0.26 1.25 0.177
H 2.608 2.143 0.969 -0.73 -0.22 -0.20 0.376
H 1.677 1.199 -0.825 -0.86 -0.84 1.14 0.211
H -1.092 2.084 0.000 0.82 -1.62 -0.33 0.271
H -1.765 1.677 -2.247 1.62 0.09 0.27 0.214
H -0.211 2.692 -2.193 -0.50 -1.38 -0.10 0.225
H -0.860 -0.969 -1.206 0.65 1.01 1.08 0.272
H -2.151 -0.074 -0.398 1.34 -0.80 1.12 0.285
H -0.125 0.119 2.616 -0.48 0.57 -0.55 0.487
H -0.047 -2.194 2.373 -1.01 0.36 -1.20 0.241
H -0.811 -2.790 0.803 0.04 1.23 0.70 0.259
H -2.651 -2.962 2.256 0.64 1.53 -0.28 0.207
H -2.970 -0.683 3.980 1.13 -1.18 -0.18 0.262
H -1.193 -1.021 4.154 -1.21 -0.97 -0.26 0.197
H -2.501 -2.355 4.519 0.78 0.95 -0.92 0.253
H 1.811 -0.478 1.536 -1.64 -0.25 -0.42 0.262
H 2.916 -0.902 -0.501 -1.70 -0.18 0.08 0.257
H 1.470 -0.778 -1.594 0.18 -0.24 1.48 0.258
H 2.737 -3.162 -0.736 -1.54 0.44 0.28 0.257
H 1.291 -3.223 0.364 0.16 0.53 -1.34 0.236
```
Forces are in eV/Å.

total charge	+1
2S+1	1
SMILES	CCN[C@@H]1[C@@H](COC(F)(F)F)C[N@@+](O)(C[C@@H](C)F)[C@H]1CCC(F)=C(F)F

[2]
3 unconnected molecules or ions with the total composition C17H37BrCl2IN3O6P. Source: the OMol25 dataset; level of theory: the ωB97M-V functional and the def2-TZVPD basis.

```
68
Properties=species:S:1:pos:R:3:forces:R:3:nbo_charge:R:1
C 1.001 5.244 1.940 -0.10 -0.08 -0.10 -0.666
C 1.991 4.190 1.539 -0.01 0.01 0.07 0.011
Cl 3.649 4.540 1.868 -0.01 -0.05 -0.01 0.059
C 1.645 3.034 0.971 0.20 -0.15 -0.06 0.011
Cl -0.007 2.687 0.717 -0.09 0.05 0.07 0.095
N 2.632 1.988 0.582 -0.55 0.26 -0.09 -0.677
C 3.633 2.420 -0.457 0.09 0.07 0.12 -0.379
C 5.034 2.199 0.099 -0.06 0.09 -0.39 0.428
O 5.223 1.801 1.200 0.00 -0.23 0.32 -0.518
I 6.560 2.575 -1.296 0.03 0.08 0.00 0.193
P 2.136 0.204 -0.002 -0.14 -0.16 0.42 1.215
O 1.056 -0.153 1.124 0.43 0.05 -0.10 -0.996
Br 0.902 0.690 -1.724 -0.05 -0.02 -0.15 -0.121
H 1.504 6.071 2.435 -0.05 -0.07 -0.02 0.254
H 0.244 4.818 2.605 0.13 0.06 -0.02 0.255
H 0.473 5.618 1.057 0.09 -0.01 0.09 0.254
H 3.179 1.769 1.434 0.18 0.11 -0.13 0.465
H 3.541 1.817 -1.366 -0.12 0.08 0.08 0.265
H 3.460 3.463 -0.720 0.12 -0.09 0.01 0.284
H 1.364 -0.874 1.713 -0.15 -0.25 -0.05 0.550
C -6.867 1.775 -3.477 -0.06 -0.05 0.00 -0.246
O -6.499 1.499 -2.140 0.05 0.09 -0.01 -0.553
C -5.395 0.621 -1.991 -0.01 -0.11 0.02 -0.068
C -4.200 1.351 -1.418 0.02 0.06 0.00 -0.241
N -3.658 2.307 -2.371 -0.11 0.04 0.06 -0.628
C -2.639 3.196 -1.836 0.01 -0.01 -0.14 -0.244
C -3.027 4.153 -0.711 0.15 0.02 0.05 -0.080
O -3.912 5.173 -1.108 -0.04 -0.01 -0.03 -0.543
C -5.291 4.844 -1.083 -0.01 0.05 0.04 -0.247
H -7.810 2.317 -3.442 0.01 0.01 0.00 0.199
H -6.126 2.392 -3.997 0.02 -0.03 0.00 0.158
H -7.013 0.854 -4.048 -0.01 0.00 -0.01 0.174
H -5.140 0.156 -2.948 0.04 0.04 0.00 0.177
H -5.688 -0.171 -1.296 -0.03 0.00 -0.02 0.186
H -3.423 0.617 -1.173 0.01 0.01 0.01 0.183
H -4.523 1.817 -0.476 0.01 -0.05 0.02 0.168
H -4.417 2.861 -2.749 0.02 -0.01 -0.02 0.360
H -2.264 3.804 -2.663 0.02 0.00 0.01 0.207
H -1.801 2.577 -1.493 -0.01 0.00 0.03 0.168
H -2.113 4.666 -0.393 -0.01 0.00 0.01 0.176
H -3.418 3.623 0.169 -0.07 -0.03 -0.06 0.161
H -5.518 4.135 -0.282 -0.01 0.00 -0.01 0.171
H -5.635 4.423 -2.032 0.01 -0.03 0.02 0.164
H -5.839 5.767 -0.902 0.00 0.00 0.00 0.197
C 2.214 -3.316 3.657 -0.02 -0.04 0.09 -0.250
O 2.068 -2.990 2.281 -0.15 0.23 0.04 -0.582
C 3.289 -2.875 1.554 -0.02 0.10 0.03 -0.050
C 3.500 -3.997 0.565 -0.10 -0.12 0.06 -0.249
N 3.795 -5.241 1.250 -0.17 0.05 0.05 -0.621
C 3.861 -6.420 0.392 0.13 -0.03 0.05 -0.250
C 2.601 -6.839 -0.353 0.02 -0.03 -0.11 -0.082
O 1.563 -7.305 0.484 0.01 0.02 0.08 -0.538
C 0.707 -6.321 1.019 -0.05 -0.04 -0.04 -0.242
H 1.233 -3.214 4.114 0.00 -0.02 0.00 0.202
H 2.564 -4.341 3.799 0.02 0.02 -0.02 0.179
H 2.914 -2.637 4.152 0.00 0.00 -0.01 0.173
H 4.139 -2.794 2.237 -0.01 -0.02 0.00 0.191
H 3.186 -1.937 1.007 0.39 0.03 -0.19 0.143
H 4.352 -3.735 -0.071 -0.02 0.00 -0.01 0.199
H 2.610 -4.050 -0.081 0.02 0.04 -0.02 0.168
H 3.105 -5.398 1.974 0.01 -0.04 -0.02 0.353
H 4.171 -7.260 1.018 0.02 0.00 -0.01 0.213
H 4.658 -6.264 -0.343 -0.01 0.01 -0.01 0.193
H 2.870 -7.681 -0.994 -0.03 0.00 -0.01 0.200
H 2.224 -6.045 -1.012 0.01 0.03 0.05 0.156
H 0.577 -5.483 0.325 -0.01 0.01 0.01 0.161
H 1.063 -5.930 1.978 0.02 0.03 -0.02 0.152
H -0.263 -6.787 1.187 0.00 0.00 0.00 0.198
```
Forces are in eV/Å.

total charge	+1
2S+1	1

[3]
A molecular structure, C59H69NO5SZr in a non-equilibrium geometry. Source: the OMol25 dataset; level of theory: the ωB97M-V functional and the def2-TZVPD basis.

```
136
Properties=species:S:1:pos:R:3:forces:R:3:mulliken_charge:R:1
Zr -1.487 0.211 -0.328 -2.02 0.05 -0.49 1.675
C -3.037 3.179 -0.194 -0.82 0.42 -0.09 -0.961
O -1.923 2.275 -0.262 0.20 1.45 0.09 -0.312
C -0.674 2.893 0.067 1.06 0.90 0.17 0.207
C -0.302 3.110 1.392 -0.44 -0.02 -0.22 0.248
C -1.141 2.689 2.574 0.07 -0.19 0.01 -1.285
C -0.514 1.450 3.175 -0.53 -0.23 -0.44 0.257
C 0.340 1.502 4.266 -0.02 -0.20 0.06 -0.303
C 0.883 0.352 4.828 0.01 0.13 0.01 -0.694
C 0.532 -0.867 4.256 -0.13 0.17 -0.08 -0.784
C -0.298 -0.949 3.153 -0.52 0.15 -0.22 0.079
C -0.612 -2.273 2.494 0.04 0.27 0.02 -0.107
C 0.405 -2.422 1.393 -0.50 -0.03 -0.50 0.257
C 1.699 -2.788 1.752 0.09 -0.01 -0.33 -0.175
C 2.734 -2.885 0.838 -0.19 0.00 0.26 -0.097
C 2.449 -2.563 -0.490 -0.41 0.15 -0.04 -0.620
C 1.172 -2.205 -0.899 -0.22 -0.17 -0.11 -0.315
C 0.870 -2.039 -2.368 0.02 0.16 0.00 -1.779
C 0.803 -0.648 -2.976 0.14 0.23 0.41 0.656
C 0.996 -0.590 -4.347 -0.07 0.19 0.13 -0.905
C 0.876 0.583 -5.083 -0.15 0.14 0.08 0.003
C 0.538 1.727 -4.370 0.08 -0.27 0.02 -0.752
C 0.310 1.721 -3.001 0.34 -0.14 0.47 0.719
C -0.206 3.018 -2.405 0.06 -0.25 0.00 -1.351
C 0.190 3.234 -0.974 -0.41 0.16 0.03 -0.182
C 1.451 3.734 -0.683 -0.30 -0.20 0.08 -0.353
C 1.866 3.938 0.628 -0.11 -0.07 0.17 -0.011
C 0.949 3.662 1.637 -0.13 -0.03 -0.28 -0.588
C 3.267 4.386 1.007 0.18 0.09 0.05 2.136
C 3.827 3.385 2.034 -0.02 0.14 -0.13 -1.690
C 4.217 4.415 -0.192 -0.20 -0.03 0.18 -2.154
C 3.215 5.795 1.620 0.00 -0.22 -0.09 -1.734
C 0.449 0.522 -2.257 1.62 0.37 -2.67 0.352
O 0.279 0.490 -0.927 1.02 0.10 -0.11 -0.022
C 1.065 0.569 -6.592 -0.01 0.04 -0.15 2.005
C -0.060 -0.268 -7.224 0.25 0.09 0.08 -1.522
C 1.023 1.973 -7.196 0.00 -0.21 0.12 -2.133
C 2.425 -0.045 -6.947 -0.18 0.07 0.07 -1.735
C 0.148 -2.140 0.054 1.21 -0.63 0.53 -0.063
O -1.176 -1.847 -0.406 0.63 -1.53 0.02 0.833
C -1.913 -3.029 -0.749 -0.67 -0.68 -0.34 -1.102
C 4.108 -3.390 1.239 0.18 -0.06 0.04 1.975
C 4.253 -3.591 2.751 -0.06 0.05 -0.26 -2.086
C 5.177 -2.386 0.786 -0.15 -0.10 0.06 -1.656
C 4.324 -4.751 0.560 -0.01 0.19 0.07 -1.775
C -0.814 0.220 2.578 0.92 0.07 2.17 0.410
O -1.667 0.147 1.533 -0.03 -0.01 1.24 -0.796
C 1.807 0.377 6.037 0.12 -0.04 0.20 2.117
C 1.122 -0.345 7.208 0.09 0.08 -0.14 -1.763
C 2.155 1.790 6.515 -0.11 -0.24 -0.13 -2.021
C 3.120 -0.335 5.677 -0.17 0.11 0.05 -1.610
H -2.903 3.893 0.625 0.08 -0.31 -0.11 0.458
H -3.944 2.590 -0.026 0.24 0.12 -0.04 0.255
H -3.129 3.746 -1.129 0.14 -0.24 0.13 0.173
H -2.167 2.441 2.282 0.13 0.22 0.09 0.139
H -1.160 3.496 3.308 -0.08 -0.06 -0.02 0.821
H 0.553 2.461 4.709 0.02 0.17 0.04 0.662
H 0.893 -1.787 4.689 0.09 -0.14 0.07 0.704
H -1.635 -2.264 2.112 0.10 -0.14 0.03 -1.415
H -0.504 -3.086 3.213 -0.06 0.02 -0.07 1.125
H 1.884 -3.012 2.787 0.00 -0.05 0.23 0.501
H 3.230 -2.624 -1.235 0.01 -0.03 -0.10 0.678
H -0.092 -2.514 -2.605 0.15 -0.11 0.05 0.284
H 1.636 -2.594 -2.916 -0.16 0.01 -0.01 0.869
H 1.242 -1.506 -4.861 0.06 -0.17 -0.05 0.608
H 0.431 2.668 -4.887 -0.02 0.14 -0.07 0.643
H -1.301 3.035 -2.514 0.18 0.09 0.01 0.221
H 0.188 3.842 -3.007 -0.14 -0.08 0.07 0.742
H 2.110 3.931 -1.514 0.12 0.09 -0.08 0.707
H 1.213 3.847 2.666 0.07 -0.03 0.15 0.615
H 3.812 2.376 1.625 0.02 -0.11 0.00 0.350
H 3.261 3.389 2.962 -0.05 -0.03 0.10 0.378
H 4.855 3.645 2.273 0.13 0.02 0.04 0.495
H 4.256 3.448 -0.688 0.02 -0.12 -0.13 0.425
H 5.220 4.649 0.154 0.11 0.05 0.03 0.435
H 3.932 5.180 -0.908 -0.05 0.08 -0.17 0.418
H 2.591 5.827 2.510 -0.06 0.01 0.08 0.303
H 2.828 6.512 0.898 -0.03 0.07 -0.02 0.396
H 4.223 6.096 1.895 0.07 0.09 0.07 0.477
H -1.036 0.172 -7.018 -0.12 0.07 0.00 0.263
H -0.057 -1.290 -6.854 -0.01 -0.14 0.04 0.331
H 0.073 -0.296 -8.302 -0.05 -0.04 -0.15 0.465
H 0.051 2.443 -7.067 -0.13 0.12 0.02 0.380
H 1.219 1.908 -8.262 0.00 0.01 -0.14 0.451
H 1.789 2.607 -6.757 0.09 0.16 0.04 0.454
H 2.501 -1.082 -6.637 0.04 -0.16 0.04 0.319
H 3.227 0.517 -6.476 0.14 0.05 0.04 0.383
H 2.565 -0.003 -8.024 0.06 -0.05 -0.13 0.498
H -1.227 -3.805 -1.104 -0.06 0.30 0.04 0.495
H -2.618 -2.760 -1.544 0.16 -0.03 0.20 0.054
H -2.457 -3.419 0.120 0.14 0.25 -0.07 0.202
H 4.074 -2.665 3.293 -0.04 0.10 0.14 0.416
H 5.269 -3.913 2.969 0.08 -0.02 0.02 0.484
H 3.585 -4.367 3.118 -0.10 -0.04 0.09 0.385
H 4.958 -1.397 1.183 0.02 0.12 0.04 0.330
H 5.237 -2.318 -0.296 0.04 0.03 -0.15 0.346
H 6.149 -2.696 1.161 0.13 -0.03 -0.03 0.494
H 3.563 -5.460 0.880 -0.05 -0.09 0.02 0.369
H 5.297 -5.141 0.843 0.16 -0.11 -0.02 0.468
H 4.285 -4.671 -0.523 0.02 -0.01 -0.15 0.362
H 0.220 0.190 7.500 -0.11 -0.01 0.05 0.392
H 1.793 -0.372 8.063 0.04 -0.04 0.10 0.473
H 0.852 -1.367 6.953 -0.03 -0.12 0.00 0.321
H 1.268 2.334 6.832 -0.10 0.13 0.00 0.440
H 2.677 2.358 5.748 0.04 0.13 -0.11 0.309
H 2.812 1.709 7.377 0.07 0.04 0.06 0.435
H 2.956 -1.382 5.437 0.01 -0.15 -0.04 0.376
H 3.806 -0.285 6.519 0.09 -0.03 0.08 0.514
H 3.589 0.148 4.822 0.09 0.02 -0.10 0.286
N -2.251 0.391 -3.887 0.17 -0.39 0.95 0.093
C -1.915 0.152 -2.797 -1.06 0.20 -1.32 -0.685
H -2.263 0.656 -4.852 0.05 -0.05 -0.15 0.198
O -3.550 -0.060 -0.673 -0.34 0.07 0.24 -0.352
S -5.080 0.003 -0.514 -0.48 -1.33 -0.61 -0.121
C -5.422 -1.270 0.726 0.14 0.21 0.12 0.341
C -4.418 -1.585 1.627 0.26 0.27 -0.12 0.572
C -4.638 -2.581 2.567 -0.14 -0.05 -0.02 -0.981
C -5.860 -3.237 2.608 0.09 0.09 -0.04 -0.722
C -6.870 -2.885 1.725 -0.02 0.10 -0.01 -0.650
C -6.658 -1.897 0.779 -0.11 0.16 -0.10 -0.658
C -5.706 -0.922 -1.943 0.03 0.40 0.27 0.714
C -5.470 -2.285 -2.054 0.13 -0.22 0.02 -0.019
C -6.005 -2.989 -3.119 0.16 0.02 0.16 -0.988
C -6.784 -2.337 -4.062 -0.02 0.20 -0.02 -0.491
C -7.003 -0.971 -3.955 -0.01 -0.08 -0.08 -0.708
C -6.454 -0.255 -2.901 0.04 0.16 0.14 -0.685
H -3.480 -1.040 1.591 -0.14 -0.16 0.15 0.304
H -3.865 -2.838 3.276 0.10 0.00 0.04 0.581
H -6.034 -4.016 3.331 0.00 -0.09 0.12 0.427
H -7.829 -3.375 1.775 -0.07 -0.06 -0.03 0.451
H -7.441 -1.633 0.085 -0.10 0.00 -0.07 0.540
H -4.895 -2.803 -1.300 -0.02 -0.04 0.06 0.530
H -5.827 -4.051 -3.199 0.01 -0.08 -0.01 0.468
H -7.219 -2.895 -4.878 -0.04 0.00 -0.05 0.446
H -7.613 -0.465 -4.688 -0.02 0.08 -0.05 0.452
H -6.614 0.809 -2.824 -0.11 0.14 0.04 0.485
```
Forces are in eV/Å.

total charge	+2
2S+1	1
relative energy (zero: lowest compared OMol25 entry of this formula, charge and spin)	23.5	kcal/mol

| no. | E (eV) |
| --- | --- |
| 1 | -42028.8134 |
| 2 | -147452.1366 |
| 3 | -86137.0983 |